# 1
Computed, not measured: 2 unconnected molecules or ions with the total composition C3H7ClNOPS, with ωB97M-V/def2-TZVPD.

For the highest occupied orbital energy (alpha / beta), the calculation gives -5.87 / -9.61 eV. As for the expectation value of S²: 2.0101. The value obtained for the orbital gap (alpha / beta) is 6.396 / 6.579 eV. The multiplicity is 3. For the energy above the lowest of the compared OMol25 structures with the same formula, charge and spin, the calculation gives 94.7 kJ/mol.

```
15
Properties=species:S:1:pos:R:3:forces:R:3
C -0.817 0.590 2.312 -1.71 1.80 0.64
C 0.123 1.115 -1.770 -0.24 1.97 -2.21
C 1.096 0.101 -2.303 -1.17 2.30 1.01
N -0.030 -0.078 1.551 4.16 -3.77 -4.84
O 0.144 1.617 -0.679 0.19 -0.54 0.53
P 0.252 -1.903 1.611 -0.96 1.96 1.17
S -0.873 -2.151 0.012 -0.53 -1.21 -1.61
Cl -1.109 -2.329 3.131 0.44 -0.29 0.15
H -0.803 0.427 3.312 0.20 -0.64 2.90
H -1.503 1.310 2.014 -0.94 1.18 -1.16
H -0.568 1.601 -2.515 0.04 -0.63 0.22
H 1.149 -0.528 -1.514 0.74 -2.69 2.21
H 2.030 0.543 -2.454 1.53 0.96 -0.08
H 0.823 -0.361 -3.171 -1.08 -1.22 -2.18
H 0.087 0.046 0.463 -0.68 0.82 3.26
```
Forces are in eV/Å.

Need the natural (NBO) charges? In units of e they are: -0.2722, 0.4643, -0.7155, -0.8488, -0.5298, 0.8142, -0.1758, -0.3013, 0.1676, 0.1785, 0.1047, 0.2264, 0.2452, 0.2245, 0.4181

---

# 2
Computed, not measured: 2 unconnected molecules or ions with the total composition C2H5O2, with ωB97M-V/def2-TZVPD.

For the highest occupied orbital energy, the calculation gives -15.31 eV. The value obtained for the orbital gap is 7.672 eV. For the energy above the lowest of the compared OMol25 structures with the same formula, charge and spin, the calculation gives 357.9 kJ/mol. Its total charge is +1.

```
9
Properties=species:S:1:pos:R:3:forces:R:3
C -1.116 -0.419 1.074 1.17 -0.86 -3.03
C 0.578 0.214 -0.416 2.55 4.95 -0.11
O 1.650 -0.338 -1.060 -1.54 0.43 2.86
O 0.045 -0.561 0.545 -2.46 -2.34 4.07
H -1.546 -1.212 1.667 0.77 -0.12 0.85
H -1.825 0.261 0.604 0.27 0.74 0.36
H 0.975 1.700 0.527 -0.56 -3.26 -2.05
H -0.237 0.620 -0.964 -0.20 0.43 -1.14
H 1.476 -0.266 -1.978 -0.01 0.03 -1.81
```
Forces are in eV/Å.

Need the natural (NBO) charges? In units of e they are: 0.3816, 0.2967, -0.6291, -0.3148, 0.2380, 0.1981, 0.1339, 0.1859, 0.5098

---

# 3
Computed, not measured: a molecular structure, C34H29BCl69N2O7P, with ωB97M-V/def2-TZVPD.

For the highest occupied orbital energy, the calculation gives -9.29 eV. The value obtained for the orbital gap is 9.055 eV.

```
143
Properties=species:S:1:pos:R:3:forces:R:3
C 4.566 -5.772 0.392 0.15 3.33 5.41
C 4.404 -5.029 1.466 1.15 -3.14 -4.56
C 4.341 -4.089 2.757 0.76 -0.07 -0.51
C 3.064 -3.110 2.864 -0.66 -0.07 1.07
C 2.018 -3.161 1.639 -0.17 0.25 0.97
C 2.557 -2.511 0.248 0.42 -3.58 -0.10
Cl 4.175 -1.570 0.474 -1.44 0.06 0.11
O 1.634 -1.943 -0.635 0.98 -0.15 0.88
C 0.707 -0.945 -0.240 -1.98 1.12 -1.62
C 0.551 -0.007 -1.586 1.12 -0.27 0.01
C -0.572 1.124 -1.511 -0.35 0.30 -1.14
N -0.019 2.495 -1.881 0.01 -1.39 -0.92
B 1.121 0.108 0.939 1.29 1.35 3.26
O 1.687 1.451 0.677 -2.25 -1.82 -0.23
O 1.051 -0.185 2.382 -0.66 1.40 -3.31
C 0.848 1.038 3.152 0.28 -0.15 1.88
C -0.747 -1.691 0.030 2.03 -0.83 -0.82
C -1.531 -2.093 -1.329 -0.87 -1.56 -0.29
C -0.783 -3.149 -2.270 4.59 -2.13 -4.36
C -0.008 -3.826 -3.108 -4.16 4.51 3.52
O -1.457 -0.820 0.930 -0.85 -1.79 -0.80
C -2.708 -1.310 1.434 -1.50 2.40 1.41
N -3.909 -1.034 0.529 1.47 -1.51 -0.19
C -3.021 -0.368 2.752 2.05 3.34 -0.30
C -2.632 1.015 2.617 -0.46 -3.43 0.22
P -2.742 -3.084 2.100 -2.63 -3.36 4.92
O -3.863 -3.260 3.179 3.33 1.19 -3.92
O -1.260 -3.459 2.944 -1.73 -0.07 -3.05
O -3.015 -4.304 0.929 2.23 2.03 1.05
H 4.973 -6.478 -0.435 -1.23 1.79 1.95
H 5.296 -3.402 2.775 -1.88 -1.61 -0.55
H 4.421 -4.737 3.725 -0.25 0.92 -1.93
H 2.464 -3.451 3.810 1.26 0.85 -2.07
H 3.428 -2.032 3.132 -0.74 -1.94 -0.89
H 1.038 -2.686 2.031 1.72 -0.36 -0.77
H 1.752 -4.287 1.455 0.65 1.97 -0.01
H 2.962 -3.462 -0.312 -0.73 2.12 0.81
H 1.582 0.529 -1.727 -1.84 -0.99 0.39
H 0.448 -0.660 -2.551 -0.04 0.92 1.99
H -1.169 1.224 -0.538 1.09 -0.43 -1.14
H -1.357 0.898 -2.350 1.22 0.42 1.64
H 0.928 2.626 -1.486 -0.67 -0.30 -0.11
H 0.149 2.400 -2.911 -0.12 0.49 1.19
H 0.963 2.120 0.610 0.88 -0.58 0.05
H 1.872 1.530 3.354 -1.77 -0.46 -0.57
H 0.444 0.705 4.196 0.59 0.52 -2.00
H 0.066 1.747 2.694 1.37 -1.04 0.59
H -0.432 -2.721 0.493 -0.81 1.81 -0.38
H -2.511 -2.632 -0.984 1.77 0.94 -0.71
H -1.879 -1.212 -1.977 0.79 -1.23 0.98
H 0.635 -4.290 -3.958 -1.64 0.99 2.15
H -4.260 -1.968 0.227 0.09 1.18 -0.23
H -3.564 -0.489 -0.290 -0.39 -0.75 0.74
H -3.471 -0.771 3.727 1.15 0.28 -1.70
H -2.337 1.697 3.507 -1.32 -1.33 -1.48
H -2.543 1.465 1.560 0.57 -1.27 1.84
H -0.816 -4.199 2.451 -0.32 0.86 0.65
H -2.149 -4.624 0.555 -1.08 0.27 0.20
C -6.907 1.431 3.576 0.01 -0.19 -0.18
Cl -6.139 0.922 5.097 -0.11 0.11 -0.27
Cl -6.659 3.177 3.342 -0.12 -0.27 -0.05
Cl -6.181 0.543 2.219 -0.20 0.24 0.33
Cl -8.650 1.085 3.646 0.29 0.10 0.03
C -3.775 5.139 1.266 0.02 0.12 0.02
Cl -2.412 5.964 0.477 -0.22 -0.16 0.11
Cl -5.061 4.846 0.073 0.26 0.02 0.25
Cl -3.219 3.587 1.935 -0.42 1.14 -0.32
Cl -4.405 6.157 2.580 0.10 -0.16 -0.34
C 2.274 -5.607 6.145 0.00 -0.09 0.09
Cl 3.297 -4.262 6.698 -0.17 -0.21 -0.17
Cl 1.329 -6.234 7.514 0.19 0.14 -0.30
Cl 1.169 -5.028 4.878 -0.15 -0.41 0.48
Cl 3.300 -6.903 5.489 -0.18 0.24 0.09
C -3.993 5.507 6.799 -0.15 -0.09 0.00
Cl -5.140 6.440 7.787 0.06 -0.45 -0.40
Cl -3.055 4.421 7.849 -0.15 0.21 -0.18
Cl -4.888 4.546 5.600 0.26 0.18 0.41
Cl -2.889 6.622 5.962 -0.16 -0.15 0.16
C 0.482 1.400 -6.398 -0.09 -0.09 -0.11
Cl 1.500 1.403 -7.856 0.08 -0.42 0.50
Cl -1.215 1.130 -6.859 0.27 -0.02 0.14
Cl 1.011 0.099 -5.305 -0.69 0.51 -0.29
Cl 0.631 2.967 -5.570 -0.02 -0.36 -0.17
C 0.303 -7.250 -0.400 0.47 -0.31 -0.46
Cl 0.275 -5.880 -1.538 -0.12 -0.70 0.99
Cl -0.689 -8.577 -1.048 0.41 0.83 0.61
Cl 1.974 -7.812 -0.185 -0.34 0.21 -0.03
Cl -0.355 -6.729 1.171 -0.01 -0.03 -0.04
C -0.631 3.680 -10.439 0.03 0.01 0.04
Cl -0.231 3.845 -8.715 -0.35 0.50 -0.60
Cl 0.387 2.416 -11.167 -0.21 0.23 0.11
Cl -2.346 3.231 -10.609 0.56 -0.55 0.07
Cl -0.335 5.227 -11.266 -0.16 -1.15 0.59
C -3.690 -11.250 -2.350 -0.10 -0.06 -0.04
Cl -3.671 -12.870 -3.082 0.01 0.32 0.15
Cl -4.262 -11.364 -0.670 0.14 0.04 -0.30
Cl -2.047 -10.571 -2.372 -0.64 -0.68 -0.45
Cl -4.780 -10.194 -3.277 0.23 -0.20 0.20
C 1.011 6.591 -3.816 0.03 0.00 0.02
Cl 2.401 7.398 -4.577 -0.27 -0.16 0.15
Cl -0.235 6.273 -5.044 0.20 0.09 0.22
Cl 1.539 5.055 -3.094 -0.05 0.45 -0.15
Cl 0.338 7.641 -2.547 0.13 -0.21 -0.23
C -4.255 7.416 -10.832 -0.01 0.00 -0.05
Cl -5.893 7.302 -10.149 0.29 0.03 -0.12
Cl -4.344 8.074 -12.482 0.02 -0.10 0.29
Cl -3.263 8.491 -9.819 -0.16 -0.20 -0.19
Cl -3.517 5.798 -10.877 -0.62 0.91 0.06
C 4.957 -1.547 -4.260 0.05 0.01 0.09
Cl 5.045 -3.169 -4.986 -0.02 0.24 0.07
Cl 4.361 -1.682 -2.588 0.21 0.14 -0.65
Cl 6.577 -0.813 -4.252 -0.26 -0.14 0.01
Cl 3.854 -0.529 -5.217 0.72 -0.44 0.34
C 0.792 -11.800 1.131 -0.05 0.00 0.05
Cl 1.770 -11.812 -0.353 -0.19 0.02 0.25
Cl -0.923 -12.018 0.713 0.34 0.04 0.11
Cl 1.315 -13.124 2.197 -0.09 0.25 -0.21
Cl 1.004 -10.246 1.969 -0.09 -0.39 -0.06
C 3.936 4.519 0.329 0.08 -0.06 0.01
Cl 5.157 5.753 -0.055 -0.25 -0.22 0.06
Cl 4.383 3.697 1.843 -0.20 0.28 -0.53
Cl 2.347 5.295 0.520 0.24 -0.17 0.00
Cl 3.859 3.331 -0.992 0.05 0.18 0.21
C 3.267 2.762 6.185 0.04 0.06 0.07
Cl 4.322 2.638 4.758 -0.18 -0.13 0.50
Cl 4.266 2.907 7.648 -0.18 -0.04 -0.30
Cl 2.229 4.197 6.030 0.18 -0.31 0.00
Cl 2.254 1.305 6.306 0.24 0.26 0.08
C -4.521 9.182 10.823 0.13 0.02 -0.03
Cl -6.164 8.511 10.702 0.27 0.10 0.01
Cl -3.777 8.655 12.349 -0.16 0.10 -0.29
Cl -3.543 8.603 9.456 -0.02 0.39 0.50
Cl -4.602 10.958 10.785 0.00 -0.34 0.01
C 1.807 8.905 -12.406 0.01 0.13 -0.05
Cl 2.873 8.756 -13.820 -0.21 0.02 0.28
Cl 2.792 9.046 -10.932 -0.21 -0.05 -0.28
Cl 0.790 10.354 -12.580 0.19 -0.28 0.04
Cl 0.770 7.464 -12.290 0.60 1.02 -0.38
C 6.665 -1.748 6.116 0.09 0.03 0.04
Cl 7.858 -0.492 5.716 -0.25 -0.24 0.07
Cl 7.142 -2.561 7.623 -0.12 0.14 -0.28
Cl 5.066 -1.000 6.322 0.24 -0.11 -0.04
Cl 6.589 -2.940 4.799 0.14 0.30 0.45
```
Forces are in eV/Å.

Atomic partial charges in e from the Löwdin method, atoms 1 to 99: 0.0272, -0.1045, -0.2394, -0.2480, -0.1604, -0.5811, 0.5848, -0.1388, -0.2346, -0.0989, -0.2374, -0.0309, -0.4118, 0.0146, -0.0449, -0.0978, -0.2044, -0.1116, -0.0981, -0.0510, -0.1184, -0.4834, 0.0646, -0.0821, -0.1265, 0.7446, -0.3266, -0.2010, -0.1921, 0.0604, 0.0454, 0.0715, 0.0170, 0.1098, 0.0951, 0.1138, 0.1109, 0.1326, 0.0971, 0.1093, 0.1243, 0.0081, 0.0082, 0.0944, 0.0738, 0.0883, 0.0946, 0.1405, 0.1018, 0.1138, 0.0797, 0.0775, 0.0953, 0.1078, 0.0721, 0.0030, 0.0130, 0.0322, -1.9973, 0.5183, 0.4749, 0.5459, 0.5218, -1.9834, 0.5163, 0.5246, 0.5781, 0.4963, -1.9933, 0.5190, 0.5332, 0.5696, 0.5307, -2.0005, 0.4874, 0.5206, 0.4652, 0.5054, -1.9807, 0.5001, 0.5204, 0.4978, 0.4948, -1.9466, 0.5988, 0.4668, 0.5158, 0.5470, -1.9490, 0.4917, 0.5315, 0.4918, 0.4460, -1.9992, 0.5232, 0.5157, 0.4522, 0.5256, -2.0007

---

| no. | E (Ha) |
| --- | --- |
| 1 | -1448.10531 |
| 2 | -229.20866 |
| 3 | -34068.04813 |